{
  "formula": "C7H21CoNO4P2",
  "method": "the ωB97M-V functional and the def2-TZVPD basis",
  "spin_multiplicity": 4,
  "orbital_gap_ev": [5.878, 9.231],
  "e_homo_ha": [-0.1985, -0.3458],
  "symbols": ["Co", "H", "H", "P", "P", "C", "H", "H", "H", "C", "H", "H", "H", "C", "H", "H", "H", "C", "H", "H", "H", "C", "H", "H", "H", "C", "H", "H", "H", "C", "O", "H", "O", "N", "O", "O"],
  "xyz": [[0.03, 0.55, 0.49], [0.16, -1.56, -1.12], [-0.55, -1.46, -1.32], [2.04, -0.11, 0.20], [-1.63, 0.98, -0.67], [-2.82, 1.49, 0.64], [-3.78, 1.84, 0.24], [-2.96, 0.61, 1.30], [-2.35, 2.30, 1.23], [-1.67, 2.50, -1.74], [-1.10, 2.29, -2.65], [-2.70, 2.79, -1.97], [-1.18, 3.29, -1.16], [-2.59, -0.25, -1.66], [-2.80, -1.19, -1.11], [-3.56, 0.20, -1.97], [-2.04, -0.53, -2.58], [3.25, 1.13, -0.37], [4.28, 0.80, -0.18], [3.09, 1.30, -1.44], [3.09, 2.08, 0.14], [2.63, -0.34, 1.93], [2.08, -1.18, 2.33], [3.70, -0.52, 1.99], [2.39, 0.54, 2.53], [2.58, -1.68, -0.58], [2.38, -1.67, -1.66], [3.65, -1.86, -0.43], [2.03, -2.54, -0.18], [-0.68, -0.45, 2.13], [-0.39, -0.42, 3.26], [0.57, 1.07, -0.81], [-1.69, -3.53, 0.68], [-1.30, -2.53, 1.30], [-0.04, -2.30, 1.51], [-2.12, -1.60, 1.69]]
}